Record 1
Computed, not measured: a cluster of 2 separate species, C9H9N6O4 in total, with ωB97M-V/def2-TZVPD.

```
28
C9H9N6O4 | the Open Molecules 2025 dataset | ωB97M-V/def2-TZVPD
H 1.28114 -2.20558 1.79000
N -1.33189 1.42085 4.49064
C -1.50908 -0.15759 1.99200
N -1.20248 2.43950 3.58310
H 0.76541 2.13577 3.05907
N -2.57940 1.43513 4.86359
O 1.99883 3.42619 1.36138
C -0.17719 3.76940 1.96666
C -2.21567 -1.49447 1.92544
N -0.21495 0.05820 2.16252
C -0.09463 2.73589 2.87064
H -1.36946 5.30619 1.10286
H 2.20010 -0.93028 1.00096
N -3.30601 2.40668 4.23745
N 0.97765 4.13406 1.21218
O -2.32628 0.80439 1.83960
H -3.47948 4.64614 2.47142
C 0.99738 -0.25955 2.66972
H 2.71836 -1.52574 2.60355
O 0.92082 5.12910 0.44839
C 1.85239 -1.29455 1.97979
H -2.93371 -1.53041 2.75385
C -1.39247 4.50909 1.84824
H -2.81523 -1.55497 1.00294
H -1.55434 -2.36019 1.98413
C -2.42786 3.06609 3.46415
O 1.49875 0.37768 3.62775
C -2.51256 4.15514 2.56306
```

Energy   -977.77716 Eh
Orbital gap   6.835 eV
Charge   -1



Record 2
Computed, not measured: a structure of composition C9H9NNiO6, with ωB97M-V/def2-TZVPD.

```
26
C9H9NNiO6 | the Open Molecules 2025 dataset | ωB97M-V/def2-TZVPD
H 0.54954 0.55224 1.85623
C 3.94700 2.99788 -2.32807
H -1.74758 -2.72012 2.32058
H 0.92872 -1.17990 1.76226
C 1.70726 -0.14429 -1.94277
O -0.55292 -0.12755 -0.48175
C 0.45867 1.85885 -2.04684
H -2.33373 -1.85535 -1.16477
C 1.36477 2.55185 -0.13285
C 0.10261 -0.44449 1.83373
O 4.84376 3.61145 -2.64536
H -3.41992 -2.30588 1.84999
O 0.95825 3.27020 0.71045
O 4.38606 -0.13451 -0.43858
C -2.83725 -1.31006 -0.35035
C 3.51536 0.56848 -0.71087
Ni 2.10092 1.49560 -1.34050
H -3.08208 -0.30783 -0.73941
H -0.43985 -0.60441 2.77231
C -0.79575 -0.57458 0.65650
H -3.75457 -1.82661 -0.07837
N -2.00857 -1.23154 0.81065
O -0.52598 2.10177 -2.59885
H -2.47941 -1.19311 2.88199
C -2.43179 -1.89622 2.02721
O 1.54648 -1.15186 -2.48255
```

Energy   -2362.10126 Eh
Multiplicity   3
Orbital gap (alpha / beta)   8.105 / 6.364 eV
Charge   +2



Record 3
Computed, not measured: the molecule C9H9NO, with ωB97M-V/def2-TZVPD.

```
20
C9H9NO | the Open Molecules 2025 dataset | ωB97M-V/def2-TZVPD
H -0.51527 0.94663 1.67531
C 2.25131 2.02323 -0.02754
C 1.25501 1.98496 0.99286
C 1.06060 0.42835 -1.26536
H -2.53897 -1.80454 -0.92670
H -1.13341 -1.54258 1.87468
C -0.85786 -0.59625 -0.78893
C -1.52092 -2.20126 1.09294
O 0.61478 -0.29615 -2.29137
C -1.98470 -1.32915 -0.09268
H 1.52134 2.67191 1.79758
C 0.12906 0.32406 -0.25792
H 3.03302 2.79890 -0.06948
H 2.76115 1.38596 -2.01390
C 2.13606 1.24216 -1.17339
H -0.82848 -2.89878 0.72361
N -0.57416 -0.94413 -1.95813
C 0.16246 1.11272 0.88732
H -2.36989 -2.79154 1.52302
H -2.60116 -0.51451 0.29805
```

Energy   -478.29235 Eh
Orbital gap   9.867 eV
ΔE to the lowest compared entry with this formula, charge and spin   2.188 eV
SMILES string   CCc1noc2ccccc12



Record 4
Computed, not measured: the molecule C9H9NO2, with ωB97M-V/def2-TZVPD.

```
21
C9H9NO2 | the Open Molecules 2025 dataset | ωB97M-V/def2-TZVPD
H 0.63194 -1.83513 2.10465
C 1.28113 -2.26187 -1.03364
C 0.43917 -0.14557 -2.02678
H 1.69226 -3.24916 -0.91293
C -0.71881 2.18873 0.69702
H -0.34721 -0.52981 2.47357
C -0.95164 1.18082 1.91660
C 0.15093 -0.50844 0.35898
H 0.25316 2.55744 0.87859
H 1.22651 -1.86307 -3.05202
O 1.04128 -2.47670 1.42335
C 1.10449 -1.45365 -2.09847
H -1.40755 2.89757 1.08195
N -0.39178 -0.03053 1.56515
C 0.90984 -1.74956 0.30726
H -0.74314 2.30841 -1.44168
O -1.24295 1.46023 3.07437
C -0.97600 1.55893 -0.68522
C -0.12583 0.29533 -0.89464
H 0.33810 0.34584 -2.93934
H -2.16389 1.31019 -0.79680
```

Energy   -553.54891 Eh
Orbital gap   8.615 eV
ΔE to the lowest compared entry with this formula, charge and spin   1.824 eV
SMILES string   O=C1CCc2cccc(O)c2N1